C36H86N10O12SZn | ωB97M-V/def2-TZVPD

Geometry as ORCA input:
```
! RIJCOSX wB97M-V def2-TZVPD def2/J DEFGRID3
* xyz 0 1
Zn -0.887 -1.302 0.895
S -2.019 -0.821 -1.265
O -2.070 -1.954 -2.141
O -0.651 -0.535 -0.855
O -2.685 0.334 -1.821
O -2.609 -1.143 0.031
C 1.509 1.963 -3.058
C 2.722 2.149 -2.103
N 3.888 2.776 -2.757
C 3.561 4.117 -3.218
C 3.366 5.213 -2.183
C 4.406 1.975 -3.846
C 5.883 2.301 -3.997
H 1.836 1.532 -4.004
H 1.045 2.929 -3.258
H 0.757 1.352 -2.561
H 2.424 2.712 -1.219
H 2.896 1.191 -1.612
H 4.420 4.519 -3.756
H 2.736 4.131 -3.930
H 3.078 6.161 -2.637
H 2.590 4.960 -1.460
H 4.332 5.350 -1.697
H 3.794 2.045 -4.745
H 4.396 0.910 -3.616
H 6.050 3.378 -3.962
H 6.264 1.941 -4.953
H 6.456 1.743 -3.257
C 5.962 1.639 4.280
C 5.571 3.033 3.683
N 4.289 3.431 4.316
C 3.142 2.679 3.815
C 2.997 2.800 2.291
C 4.007 4.909 4.252
C 5.071 5.747 4.940
H 6.957 1.313 3.979
H 5.270 0.831 4.044
H 6.109 1.637 5.360
H 6.371 3.695 4.015
H 5.524 3.071 2.594
H 3.246 1.642 4.135
H 2.241 3.028 4.320
H 2.072 2.338 1.943
H 2.918 3.826 1.933
H 3.757 2.220 1.769
H 2.996 5.112 4.606
H 4.038 5.312 3.240
H 5.193 5.488 5.992
H 4.873 6.813 4.829
H 6.020 5.572 4.434
C 3.050 -0.820 2.612
C 2.260 -1.114 1.345
O 1.051 -1.248 1.397
N 2.941 -1.062 0.212
C 2.417 -1.466 -1.081
H 3.180 -1.810 3.049
H 2.507 -0.165 3.293
H 3.974 -0.294 2.370
H 3.945 -1.100 0.316
H 3.266 -1.583 -1.754
H 1.748 -0.684 -1.442
H 1.895 -2.419 -1.003
C -2.213 0.742 -5.250
C -2.031 2.224 -4.804
O -1.892 3.134 -5.638
N -2.114 2.382 -3.452
C -2.184 3.693 -2.816
H -3.118 0.689 -5.856
H -2.338 0.115 -4.368
H -1.278 0.389 -5.684
H -2.246 1.542 -2.906
H -1.216 4.192 -2.776
H -2.780 3.660 -1.905
H -2.806 4.354 -3.420
C -6.564 -6.665 0.431
C -5.483 -5.639 0.767
O -5.002 -5.538 1.907
N -5.042 -4.939 -0.290
C -3.991 -3.989 -0.112
H -6.310 -7.157 -0.508
H -7.537 -6.194 0.290
H -6.652 -7.336 1.286
H -5.286 -5.293 -1.204
H -3.956 -3.391 0.799
H -4.008 -3.254 -0.916
H -3.018 -4.453 -0.277
C -3.185 -3.291 3.910
C -1.901 -2.492 3.779
O -1.577 -2.060 2.678
N -1.149 -2.224 4.831
C 0.067 -1.469 4.854
H -3.943 -2.901 3.230
H -3.509 -3.260 4.950
H -2.976 -4.331 3.660
H -1.532 -2.590 5.691
H 0.181 -0.930 3.914
H 0.914 -2.156 4.867
H 0.124 -0.818 5.727
C 0.376 -1.388 -4.156
C -0.328 -2.246 -5.158
O 0.119 -2.498 -6.263
N -1.541 -2.577 -4.737
C -2.448 -3.393 -5.495
H 0.983 -1.965 -3.458
H -0.383 -0.812 -3.626
H 0.970 -0.667 -4.720
H -1.820 -2.305 -3.805
H -2.774 -2.883 -6.402
H -3.350 -3.442 -4.884
H -2.141 -4.421 -5.684
C -1.989 1.720 3.682
C -1.425 1.594 2.331
O -1.069 0.445 1.894
N -1.405 2.691 1.629
C -0.853 2.893 0.311
H -3.053 1.953 3.623
H -1.553 2.449 4.365
H -1.880 0.797 4.250
H -1.980 3.461 1.940
H 0.230 2.771 0.298
H -1.151 3.916 0.083
H -1.401 2.394 -0.488
C -4.546 1.822 0.788
C -5.662 0.798 0.776
O -6.673 1.135 1.357
N -5.397 -0.418 0.246
C -6.289 -1.571 0.303
H -4.533 2.383 1.722
H -4.797 2.598 0.065
H -3.602 1.363 0.495
H -4.452 -0.633 -0.040
H -7.305 -1.179 0.351
H -6.006 -2.188 1.156
H -6.256 -2.084 -0.658
C -0.141 -4.553 -1.695
C -0.022 -4.253 -0.170
O -0.449 -3.217 0.342
N 0.637 -5.148 0.506
C 0.963 -5.136 1.948
H 0.545 -3.865 -2.189
H -1.136 -4.351 -2.090
H 0.139 -5.548 -2.040
H 0.917 -5.978 0.003
H 2.047 -5.251 1.946
H 0.453 -6.004 2.367
H 0.637 -4.252 2.496
*
```

* E_tot: -137455.6106 eV